Run one
42
Properties=species:S:1:pos:R:3 method="wB97M-V/def2-TZVPD" multiplicity=1 charge=0 homo_lumo_gap_ev=9.30
H -0.498 -0.163 -0.433
H -0.591 0.727 0.796
H 1.004 0.140 1.569
H 0.780 1.592 1.956
H -4.108 -2.033 -1.649
H -5.376 -2.177 -2.473
H 3.942 -0.366 -0.734
H 5.360 -0.004 -1.145
H 1.444 3.747 2.357
H 1.080 4.257 0.972
H -2.772 -1.576 3.107
H -1.784 -1.535 4.262
H 2.945 1.629 1.755
H 3.389 3.077 1.885
H -2.247 2.094 -1.115
H -3.558 2.619 -0.553
H -2.765 1.957 4.857
H -2.976 1.801 3.360
H -2.795 -1.471 -4.288
H -2.744 -1.359 -2.773
H 2.257 -3.823 0.117
H 0.760 -3.595 0.252
H 0.133 -1.903 -0.637
H 0.892 -2.069 -1.943
H 1.798 -2.156 -3.623
H 2.927 -1.579 -4.462
H 1.788 1.705 -0.332
H 1.099 0.618 -1.140
O -0.189 0.678 -0.079
O 1.452 0.992 1.613
O -5.000 -1.681 -1.737
O 4.863 -0.610 -0.584
O 1.447 3.491 1.428
O -2.644 -1.199 3.985
O 3.627 2.182 2.152
O -2.671 2.351 -0.288
O -3.424 1.690 4.206
O -2.223 -1.644 -3.532
O 1.406 -4.178 -0.163
O 0.050 -1.762 -1.587
O 1.974 -1.523 -4.328
O 1.948 1.060 -1.030

Run two
42
Properties=species:S:1:pos:R:3 method="wB97M-V/def2-TZVPD" multiplicity=1 charge=0 homo_lumo_gap_ev=8.92
O -3.437 -0.179 0.398
H -3.251 -0.067 1.330
H -2.582 -0.339 0.000
O 1.025 2.419 0.664
H 1.602 3.117 0.975
H 1.427 1.613 0.988
O -0.928 3.765 -0.703
H -0.664 4.679 -0.810
H -0.177 3.347 -0.282
O 1.409 0.979 -2.413
H 1.767 1.645 -1.826
H 0.547 1.315 -2.660
O -0.284 -3.794 0.907
H -0.235 -3.287 0.097
H -0.832 -4.547 0.686
O 2.252 -1.855 2.575
H 2.253 -0.998 2.148
H 1.326 -2.084 2.651
O -1.711 1.488 -1.867
H -1.690 2.181 -1.208
H -1.218 1.845 -2.606
O -0.851 2.716 2.577
H -0.375 2.412 1.804
H -0.180 2.802 3.254
O 2.573 0.338 1.512
H 3.011 0.134 0.686
H 3.282 0.587 2.105
O -0.448 -2.391 -2.238
H 0.078 -2.720 -2.968
H 0.091 -1.706 -1.843
O -2.783 -1.213 -2.411
H -2.648 -0.266 -2.388
H -1.902 -1.583 -2.341
O -0.607 -0.226 0.177
H 0.287 -0.478 -0.054
H -0.812 0.500 -0.413
O 1.833 -1.435 -1.018
H 2.475 -2.144 -1.058
H 2.306 -0.666 -1.335
O -0.583 -1.838 2.666
H -0.532 -2.740 2.348
H -0.816 -1.324 1.893

Relative energies with respect to the most stable structure, expressed in eV: run one 2.560; run two 0.000.

Run one
7
Properties=species:S:1:pos:R:3 method="wB97M-V/def2-TZVPD" multiplicity=1 charge=-1 homo_lumo_gap_ev="6.25 / 6.32"
C 0.660 0.115 0.194
O -1.603 -0.931 -1.156
O -1.959 0.164 0.996
F 3.037 0.877 -0.866
S -1.144 -0.764 0.216
Cl 0.709 1.480 1.162
Br 1.784 -1.278 0.799

Run two
7
Properties=species:S:1:pos:R:3 method="wB97M-V/def2-TZVPD" multiplicity=1 charge=-1 homo_lumo_gap_ev="6.68 / 6.68"
C 0.442 1.861 0.866
O -0.610 -1.654 -1.886
O -1.413 -2.492 0.284
F 1.233 1.057 1.694
S -0.321 -1.780 -0.465
Cl -0.838 0.682 0.259
Br 1.506 2.327 -0.752

Relative energies with respect to the most stable structure, expressed in eV: run one 2.330; run two 0.000.

Run one
15
Properties=species:S:1:pos:R:3 method="wB97M-V/def2-TZVPD" multiplicity=1 charge=+1 homo_lumo_gap_ev=4.60
C -0.042 -0.115 -1.182
C -1.280 -0.353 2.891
C 0.529 1.015 -0.886
N 0.465 -0.982 -2.156
N 1.773 1.326 -1.192
O -1.183 -1.406 3.599
Br -1.696 -0.559 -0.344
Br 0.001 1.011 2.992
H -2.069 -0.067 2.094
H 0.001 1.780 -0.230
H 0.011 -1.872 -2.389
H 1.906 2.203 -1.762
H 0.926 -0.609 -2.944
H 2.461 0.731 -1.772
H -1.802 -2.102 3.281

Run two
15
Properties=species:S:1:pos:R:3 method="wB97M-V/def2-TZVPD" multiplicity=1 charge=+1 homo_lumo_gap_ev=8.23
C -1.090 1.026 -0.502
C -0.241 -0.813 -0.439
C 0.135 -0.830 0.975
N -0.348 1.910 -1.020
N 1.240 -0.254 1.298
O 0.761 -0.594 -1.241
Br -2.703 1.381 0.381
Br 0.148 -3.016 1.313
H -1.156 -1.341 -0.699
H -0.654 -0.815 1.700
H -0.560 2.928 -0.882
H 2.031 -0.318 0.697
H 1.435 0.060 2.257
H 0.322 1.536 -1.691
H 0.679 -0.860 -2.149

Relative energies with respect to the most stable structure, expressed in eV: run one 1.212; run two 0.000.

Run one
31
Properties=species:S:1:pos:R:3 method="wB97M-V/def2-TZVPD" multiplicity=1 charge=0 homo_lumo_gap_ev=9.04
C 2.293 -0.972 -1.551
C 1.907 -0.521 -0.171
C 1.977 -1.292 0.960
N 1.275 -0.649 2.015
C 1.063 0.666 1.624
C 0.353 1.762 2.151
C -0.012 2.810 1.284
C 0.407 2.832 -0.067
C 1.179 1.841 -0.598
C 1.443 0.783 0.277
H 3.303 -0.630 -1.780
H 1.540 -0.694 -2.283
H 2.361 -2.063 -1.496
H 2.308 -2.314 0.931
H 1.782 -0.821 2.872
H 0.181 1.913 3.207
H -0.552 3.627 1.735
H 0.163 3.744 -0.605
H 1.767 1.781 -1.503
C -2.683 0.558 -1.649
C -1.624 -0.270 -0.913
C -2.081 -1.725 -0.844
N -1.360 -2.499 0.014
O -2.987 -2.158 -1.513
H -2.714 0.196 -2.674
H -2.552 1.634 -1.594
H -3.716 0.276 -1.424
H -0.748 -0.343 -1.566
H -1.380 0.278 -0.003
H -1.507 -3.489 0.027
H -0.670 -2.047 0.584

Run two
31
Properties=species:S:1:pos:R:3 method="wB97M-V/def2-TZVPD" multiplicity=1 charge=0 homo_lumo_gap_ev=8.77
C -3.021 0.916 1.223
C -1.979 1.133 0.167
C -1.361 2.361 -0.047
N -0.500 2.193 -1.108
C -0.526 0.932 -1.611
C 0.298 0.291 -2.557
C 0.067 -1.034 -2.956
C -0.910 -1.704 -2.164
C -1.549 -1.165 -1.101
C -1.480 0.201 -0.805
H -3.958 1.217 0.759
H -2.593 1.396 2.166
H -3.120 -0.067 1.681
H -1.479 3.382 0.278
H 0.123 2.896 -1.492
H 1.191 0.774 -2.939
H 0.779 -1.467 -3.623
H -1.171 -2.629 -2.642
H -2.256 -1.754 -0.468
C 2.033 -2.103 0.600
C 1.526 -1.109 1.698
C 2.460 0.024 1.880
N 1.925 1.327 1.896
O 3.619 -0.010 2.240
H 2.643 -2.828 1.149
H 2.486 -1.576 -0.258
H 1.256 -2.818 0.180
H 0.454 -0.788 1.556
H 1.470 -1.743 2.605
H 2.499 2.127 2.180
H 1.073 1.627 1.513

Relative energies with respect to the most stable structure, expressed in eV: run one 0.000; run two 0.639.

Run one
31
Properties=species:S:1:pos:R:3 method="wB97M-V/def2-TZVPD" multiplicity=1 charge=0 homo_lumo_gap_ev=8.71
C -2.295 -2.103 2.873
C -2.038 -0.788 1.865
C -0.565 -0.697 1.597
C 0.124 -1.212 0.476
N 1.482 -0.890 0.762
C 1.475 -0.294 2.060
N 0.350 -0.296 2.597
H -1.413 -2.255 3.413
H -2.537 -2.966 2.114
H -3.112 -1.813 3.436
H -2.595 -1.033 0.954
H -2.374 0.168 2.289
H -0.485 -1.610 -0.145
H 2.061 -1.417 0.204
H 2.502 0.016 2.223
C 2.995 0.799 -1.527
C 1.529 0.915 -1.669
C 0.928 1.999 -1.109
C -0.456 2.241 -1.117
C -1.187 1.177 -1.689
O -2.534 1.256 -1.979
C -0.628 0.050 -2.392
C 0.739 -0.102 -2.346
H 3.636 1.538 -2.152
H 3.277 -0.283 -1.593
H 3.340 1.148 -0.503
H 1.653 2.620 -0.604
H -0.961 3.143 -0.759
H -2.858 2.176 -1.537
H -1.333 -0.661 -2.817
H 1.281 -0.825 -2.925

Run two
31
Properties=species:S:1:pos:R:3 method="wB97M-V/def2-TZVPD" multiplicity=1 charge=0 homo_lumo_gap_ev=9.09
C -2.829 -0.270 3.201
C -2.172 0.103 1.870
C -2.026 1.566 1.607
C -3.001 2.509 1.481
N -2.354 3.690 1.207
C -1.032 3.426 1.221
N -0.801 2.165 1.458
H -3.922 -0.372 3.210
H -2.614 0.522 3.920
H -2.407 -1.200 3.555
H -1.205 -0.380 1.813
H -2.648 -0.371 0.994
H -4.078 2.433 1.435
H -2.906 4.514 1.048
H -0.277 4.188 1.090
C 1.987 -2.638 0.334
C 2.119 -1.846 -0.939
C 1.866 -0.483 -1.009
C 2.031 0.243 -2.173
C 2.283 -0.436 -3.360
O 2.357 0.327 -4.500
C 2.547 -1.798 -3.344
C 2.442 -2.485 -2.145
H 2.770 -2.374 1.048
H 2.051 -3.708 0.162
H 1.004 -2.485 0.775
H 1.520 0.048 -0.121
H 1.803 1.292 -2.259
H 2.265 -0.222 -5.290
H 2.576 -2.412 -4.242
H 2.651 -3.544 -2.044

Run three
31
Properties=species:S:1:pos:R:3 method="wB97M-V/def2-TZVPD" multiplicity=1 charge=0 homo_lumo_gap_ev=7.72
C 1.366 -1.018 -1.714
C 0.372 -0.008 -1.543
O -0.635 -0.245 -2.450
C 0.417 1.096 -0.801
C -0.670 2.137 -0.722
C -0.525 3.254 -0.020
C 0.752 3.671 0.719
C 1.796 2.795 0.620
C 1.648 1.355 0.093
H 1.520 -1.496 -0.628
H 1.064 -1.761 -2.393
H 2.287 -0.580 -1.970
H -1.455 0.146 -2.164
H -1.587 1.855 -1.155
H -1.450 3.868 0.216
H 0.785 4.618 1.254
H 2.806 3.079 1.026
H 2.585 1.109 -0.531
H 1.721 0.430 0.729
C -0.903 -3.267 -0.397
N -0.806 -2.276 0.640
C -1.029 -2.399 1.936
C -1.306 -1.154 2.517
C -1.221 -0.243 1.372
N -0.872 -0.966 0.272
H -0.049 -3.798 -0.489
H -1.787 -3.955 -0.265
H -1.014 -2.780 -1.349
H -0.899 -3.430 2.223
H -1.505 -0.843 3.560
H -1.405 0.809 1.414

Relative energies with respect to the most stable structure, expressed in eV: run one 2.930; run two 0.000; run three 3.850.

Run one
41
Properties=species:S:1:pos:R:3 method="wB97M-V/def2-TZVPD" multiplicity=1 charge=0 homo_lumo_gap_ev=8.61
C -0.169 1.005 2.948
C 0.655 -0.207 2.388
N 0.594 -0.186 0.929
C 1.932 -0.035 0.324
C 2.778 1.054 1.033
C -0.417 -0.987 0.205
C -0.875 -2.326 0.914
O -2.208 -2.510 0.448
H 0.599 1.656 3.425
H -0.723 1.526 2.181
H -0.873 0.737 3.728
H 1.640 -0.164 2.836
H 0.188 -1.096 2.838
H 1.921 0.118 -0.746
H 2.509 -0.924 0.675
H 2.114 1.895 1.299
H 3.637 1.272 0.398
H 3.118 0.770 2.020
H -1.285 -0.322 0.127
H -0.002 -1.150 -0.783
H -0.699 -2.263 1.976
H -0.281 -3.164 0.506
H -2.892 -2.676 1.100
O -0.900 1.214 -1.760
H -0.090 1.451 -1.301
H -1.513 0.820 -1.162
O 1.650 2.834 -1.397
H 2.461 2.329 -1.511
H 1.711 3.399 -2.178
O -4.179 -0.974 -0.879
H -3.295 -1.272 -0.575
H -4.305 -1.667 -1.527
O -1.429 -1.361 -2.821
H -1.434 -0.423 -3.082
H -2.319 -1.450 -3.189
O 1.327 -2.010 -3.975
H 1.902 -2.641 -3.520
H 0.668 -2.011 -3.250
O -0.867 3.369 0.368
H -0.350 2.683 -0.072
H -0.296 3.690 1.066

Run two
41
Properties=species:S:1:pos:R:3 method="wB97M-V/def2-TZVPD" multiplicity=1 charge=0 homo_lumo_gap_ev=5.53
O -1.486 0.254 0.148
H -0.940 0.187 -0.638
H -1.343 -0.511 0.711
H -1.260 1.060 0.618
C -1.722 2.176 4.407
C -0.723 3.195 3.718
O -0.529 3.036 2.327
H -1.990 2.633 5.360
H -1.278 1.185 4.496
H -2.680 2.117 3.890
H 0.217 3.224 4.269
H -1.185 4.175 3.837
C 2.734 -1.989 -0.839
C 1.903 -2.069 -2.090
C 1.025 -3.339 -2.157
O 1.841 -4.460 -1.940
C 1.160 -5.722 -2.082
N 1.064 -0.894 -2.273
H 2.158 -1.898 0.082
H 3.452 -1.170 -0.886
H 3.356 -2.868 -0.670
H 2.516 -2.032 -2.990
H 0.680 -3.516 -3.176
H 0.217 -3.438 -1.432
H 0.976 -6.001 -3.119
H 0.249 -5.776 -1.486
H 1.796 -6.489 -1.641
H 0.851 -0.963 -3.258
H 1.567 -0.028 -2.142
O -3.411 2.789 -2.081
H -3.338 3.700 -1.796
H -2.941 2.761 -2.915
O -2.817 5.781 -0.065
H -2.129 5.210 0.278
H -2.418 6.651 -0.087
O -0.589 -2.346 2.468
H 0.219 -2.583 2.923
H -1.278 -2.804 2.950
O 2.084 3.267 -1.123
H 1.490 3.371 -0.380
H 2.503 4.123 -1.216

Run three
41
Properties=species:S:1:pos:R:3 method="wB97M-V/def2-TZVPD" multiplicity=1 charge=0 homo_lumo_gap_ev=9.08
C -1.862 -2.473 0.054
C -0.951 -2.034 -0.808
C 0.519 -2.222 -1.035
C 1.206 -0.860 -1.112
C 2.655 -1.191 -1.610
N 1.164 -0.204 0.180
C 1.649 1.155 0.298
H -2.918 -2.276 -0.091
H -1.660 -3.214 0.823
H -1.446 -1.514 -1.630
H 0.608 -2.608 -2.070
H 0.996 -3.073 -0.556
H 0.747 -0.180 -1.833
H 2.657 -1.251 -2.695
H 3.100 -1.908 -0.935
H 3.241 -0.288 -1.414
H 1.500 -0.771 0.945
H 1.667 1.515 1.317
H 2.666 1.411 -0.023
H 1.051 1.859 -0.283
O -1.496 1.193 0.569
H -1.794 0.362 0.168
H -0.554 0.967 0.464
O 2.724 1.219 3.459
H 2.755 0.270 3.323
H 2.030 1.672 2.987
O -4.641 -0.116 2.154
H -3.681 -0.075 2.188
H -4.853 -0.261 1.226
O 2.308 1.808 -2.234
H 2.795 2.506 -2.683
H 1.493 1.682 -2.726
O -4.372 1.865 -0.003
H -4.635 1.702 0.912
H -3.415 1.756 0.059
O 3.017 -2.298 2.113
H 3.531 -2.869 2.702
H 2.226 -2.854 2.071
O -1.559 2.441 -2.779
H -2.054 2.824 -2.049
H -1.414 3.146 -3.413

Relative energies with respect to the most stable structure, expressed in eV: run one 0.354; run two 3.615; run three 0.000.